A 11-piece molecular cluster, C34H87NO30S10 overall at a distorted geometry. Source: OMol25; level of theory: wB97M-V/def2-TZVPD.

Positions of all 162 atoms, in Å:
S -5.554 12.124 28.413
S -4.639 10.707 20.328
S -5.822 1.638 25.194
S -10.194 1.102 22.867
S -1.926 8.120 28.551
S -10.514 13.801 24.282
S -9.986 3.902 32.770
S -9.959 9.552 25.995
S -3.828 5.132 22.152
S -3.244 13.058 24.658
O -11.245 9.743 27.088
O -2.407 5.608 21.457
O -5.697 13.134 29.424
O -9.658 12.545 23.571
O -4.934 5.525 21.296
O -2.865 14.212 23.537
O -11.936 13.310 24.405
O -6.425 10.798 28.950
O -2.618 13.415 25.924
O -10.126 0.190 21.714
O -0.656 7.065 28.233
O -9.822 14.357 25.462
O -3.807 10.351 21.467
O -5.729 0.816 23.999
O -8.876 5.064 32.355
O -11.467 1.597 23.375
O -3.175 7.340 28.450
O -5.483 11.908 20.376
O -10.227 3.131 31.548
O -7.105 2.174 25.625
O -3.754 10.610 18.955
O -3.802 5.598 23.561
O -1.467 8.868 29.745
O -4.757 2.891 25.094
O -8.935 10.572 26.182
O -9.188 2.437 22.568
O -4.229 11.636 27.924
O -4.664 12.726 24.488
O -9.563 8.140 25.992
O -11.051 4.550 33.558
N -7.381 5.948 27.678
C -2.150 11.724 23.941
C -5.818 9.242 20.120
C -5.998 7.999 25.142
C -6.258 8.041 26.648
C -8.235 12.628 23.532
C -9.293 0.366 24.260
C -11.408 10.963 27.790
C -2.083 9.597 17.547
C -5.067 0.489 26.543
C -6.534 12.617 26.912
C -3.686 3.309 22.066
C -10.487 15.052 22.923
C -0.113 5.513 21.126
C -4.430 15.307 22.152
C -7.153 6.028 31.153
C -3.301 4.136 26.636
C -9.239 3.571 23.472
C -6.888 6.864 27.205
C -10.912 9.828 24.369
C -3.454 14.103 22.263
C -7.917 4.720 31.390
C -5.132 9.130 24.642
C -1.221 5.521 22.187
C -8.155 4.540 23.061
C -4.719 3.846 26.170
C 0.673 7.481 28.519
C -1.795 9.137 27.031
C 1.603 6.324 28.093
C -12.818 11.548 27.569
C -8.455 9.797 29.622
C -7.626 11.059 29.582
C -8.888 2.852 33.770
C -3.219 9.321 18.594
C -7.575 11.361 22.841
H -8.874 9.636 28.628
H -1.137 12.126 23.956
H -5.486 7.105 24.787
H -11.472 10.763 24.393
H -8.244 5.531 23.507
H -7.986 4.544 21.984
H -1.508 8.403 26.278
H -0.308 4.673 20.459
H -7.770 10.503 23.484
H -6.374 5.942 30.395
H -2.785 3.339 27.172
H -10.677 11.734 27.546
H -12.741 12.560 27.966
H -0.971 4.792 22.958
H -7.864 8.922 29.895
H -2.580 9.950 16.644
H 2.645 6.510 28.354
H -6.063 13.442 26.379
H -2.748 9.648 26.899
H -5.215 4.725 25.758
H -6.484 11.673 26.369
H -2.808 14.416 21.444
H -8.260 3.438 34.442
H 0.890 5.444 21.546
H 0.786 7.756 29.568
H 1.374 5.342 28.505
H -7.958 6.674 30.802
H -7.446 11.424 30.593
H -4.082 8.989 24.897
H -9.695 15.799 22.981
H -11.463 15.537 22.956
H -8.305 0.281 23.806
H -5.289 8.060 27.146
H -11.278 10.768 28.855
H -5.075 1.048 27.479
H -1.130 6.442 22.762
H -13.592 10.932 28.026
H -7.997 13.524 22.957
H -6.968 7.939 24.647
H -7.197 4.156 23.410
H -12.948 11.564 26.487
H -7.787 12.689 24.523
H -3.935 16.276 22.088
H -0.061 6.462 20.592
H -2.387 11.573 22.888
H -1.591 8.680 17.221
H -9.280 9.900 30.327
H -8.353 4.296 30.485
H -6.260 9.325 19.127
H -5.170 15.191 22.944
H -3.386 4.858 27.448
H -3.961 13.190 21.951
H -8.258 2.348 33.036
H -7.234 3.925 31.688
H -10.464 14.536 21.964
H -1.419 10.344 17.982
H -6.803 6.414 32.110
H -11.570 8.967 24.249
H -6.501 11.551 22.832
H -2.209 10.788 24.498
H -7.489 12.906 27.352
H -4.041 0.216 26.298
H -2.648 4.509 25.847
H -6.869 8.910 26.897
H -4.006 8.660 18.232
H -9.502 2.175 34.364
H -8.963 3.251 24.477
H -6.567 9.272 20.912
H -10.226 4.024 23.573
H -3.011 3.040 21.254
H -4.658 2.885 21.814
H -7.923 11.168 21.826
H 0.848 8.391 27.945
H -8.167 11.830 29.033
H -5.062 15.232 21.267
H -5.591 10.047 25.012
H -10.144 9.938 23.603
H -5.368 8.266 20.302
H -2.790 8.835 19.470
H -3.411 2.815 22.998
H -5.178 9.224 23.557
H -0.987 9.840 27.234
H -5.673 -0.409 26.665
H -9.310 1.152 25.015
H 1.575 6.188 27.012
H -5.290 3.438 27.004
H -9.730 -0.615 24.446

Values from the calculation:
structure (SMILES) = CCOS(C)(=O)=O.CCOS(C)(=O)=O.CCOS(C)(=O)=O.CCOS(C)(=O)=O.CCOS(C)(=O)=O.CCOS(C)(=O)=O.CCOS(C)(=O)=O.CCOS(C)(=O)=O.CCOS(C)(=O)=O.CCOS(C)(=O)=O.CCCC#N
orbital gap = 10.417 eV
electronic energy = -7641.19591 hartree

Atomic partial charges in e from the Löwdin method, atoms 1 to 99:
1 S 0.707
2 S 0.673
3 S 0.670
4 S 0.689
5 S 0.721
6 S 0.729
7 S 0.697
8 S 0.700
9 S 0.690
10 S 0.698
11 O -0.252
12 O -0.265
13 O -0.282
14 O -0.297
15 O -0.292
16 O -0.255
17 O -0.330
18 O -0.253
19 O -0.278
20 O -0.307
21 O -0.299
22 O -0.307
23 O -0.314
24 O -0.305
25 O -0.270
26 O -0.310
27 O -0.313
28 O -0.300
29 O -0.310
30 O -0.294
31 O -0.268
32 O -0.312
33 O -0.304
34 O -0.294
35 O -0.317
36 O -0.269
37 O -0.324
38 O -0.312
39 O -0.298
40 O -0.296
41 N 0.177
42 C -0.080
43 C -0.081
44 C -0.238
45 C -0.164
46 C -0.238
47 C -0.110
48 C -0.300
49 C -0.042
50 C -0.070
51 C -0.103
52 C -0.090
53 C -0.104
54 C -0.062
55 C -0.065
56 C -0.061
57 C -0.048
58 C -0.270
59 C -0.230
60 C -0.061
61 C -0.292
62 C -0.318
63 C -0.080
64 C -0.318
65 C -0.055
66 C -0.260
67 C -0.278
68 C -0.102
69 C -0.060
70 C -0.048
71 C -0.040
72 C -0.321
73 C -0.117
74 C -0.258
75 C -0.038
76 H 0.047
77 H 0.068
78 H 0.084
79 H 0.036
80 H 0.080
81 H 0.081
82 H 0.069
83 H 0.080
84 H 0.059
85 H 0.069
86 H 0.076
87 H 0.105
88 H 0.084
89 H 0.126
90 H 0.073
91 H 0.075
92 H 0.075
93 H 0.063
94 H 0.043
95 H 0.103
96 H 0.035
97 H 0.121
98 H 0.072
99 H 0.078



A 9-piece molecular cluster, C34H93N7O9 overall at a distorted geometry. Source: OMol25; level of theory: wB97M-V/def2-TZVPD.

Positions of all 143 atoms, in Å:
O -3.943 -1.197 -3.479
O 0.255 -4.528 -0.039
O -4.587 5.030 2.971
O 1.471 2.249 4.061
O 1.226 1.716 -2.437
O 5.310 -1.025 3.003
O 3.811 0.977 -1.976
O -1.149 -5.802 -3.504
O 2.189 4.330 -3.034
N -3.010 3.185 0.178
N -0.771 -2.220 2.740
N -1.524 1.479 2.123
N 5.223 2.786 -3.624
N -0.563 -7.878 -1.501
N -3.790 0.022 0.014
N 2.601 -2.535 5.133
C -3.718 -0.953 -1.096
C 4.408 2.169 -1.443
C -0.836 1.457 -1.371
C -3.581 4.393 2.199
C 6.523 3.577 -1.689
C -1.429 -4.531 2.160
C -0.771 1.847 3.271
C -0.302 -3.446 2.074
C -1.951 -5.917 -2.353
C -4.393 -0.473 -2.351
C -5.270 3.184 1.040
C -4.697 -0.661 -4.562
C -0.938 -4.490 -4.014
C 4.308 -1.136 4.014
C -4.058 4.002 0.795
C 5.667 2.470 -2.281
C 1.759 3.626 4.284
C 0.368 0.658 -1.864
C 3.712 -2.525 4.067
C 1.584 5.595 -3.228
C -1.906 -7.289 -1.814
C -0.061 -3.260 0.524
C 1.139 -4.467 -1.137
C -4.210 5.240 4.311
C 0.227 5.336 -3.961
C 4.256 -0.240 -1.345
C 0.008 -0.258 -2.987
C 3.134 -3.088 2.744
C -2.837 -7.528 -0.636
C -4.271 -2.319 -0.643
C -1.043 1.005 4.480
C 0.675 1.956 2.923
C 5.921 0.269 2.911
C 2.570 6.466 -4.020
H 2.569 4.056 3.680
H 4.425 3.422 -3.663
H 2.160 1.427 -2.421
H -1.606 -5.198 -1.569
H 1.043 1.000 2.547
H 0.847 -0.628 -3.630
H -0.783 0.164 -3.577
H -1.353 0.704 -0.731
H -4.317 -2.906 -1.508
H 3.702 3.028 -1.563
H -1.076 2.883 3.495
H -0.932 -3.766 -3.212
H -2.508 -6.890 0.165
H 0.003 -4.387 -4.532
H -5.750 -0.956 -4.425
H 4.646 1.961 -0.377
H -0.975 -2.860 0.024
H 1.521 3.569 -3.027
H -0.525 0.041 4.472
H -5.825 2.958 0.110
H -3.868 -7.285 -0.832
H -0.594 -2.366 3.761
H 5.097 2.004 -4.226
H -4.327 4.863 0.121
H 0.868 -3.716 -1.889
H -2.628 3.785 -0.554
H -2.243 2.888 0.825
H 0.458 4.754 -4.829
H 6.243 1.547 -2.330
H 6.089 4.589 -1.862
H -3.399 5.955 4.469
H -3.923 4.303 4.753
H 0.888 4.202 4.056
H -3.469 0.939 -0.305
H -4.444 0.360 -4.650
H -1.400 1.827 -2.218
H 2.850 5.922 -4.945
H 2.069 3.758 5.308
H 6.600 3.440 -0.637
H 4.743 -0.805 4.935
H -0.209 -7.318 -0.774
H 4.047 -0.234 -0.275
H -0.874 1.626 5.313
H -2.676 5.074 2.071
H -0.500 2.210 -0.771
H -2.107 0.801 4.494
H 3.576 -0.367 3.712
H 6.347 0.632 3.864
H -0.351 6.239 -4.223
H 1.124 -5.502 -1.590
H 6.730 0.031 2.243
H -1.052 0.845 1.462
H -1.804 -4.528 3.248
H -2.266 -4.269 1.493
H 1.921 -1.841 4.881
H -4.781 0.037 0.321
H -1.203 -5.577 1.862
H 2.431 -2.366 2.324
H -3.124 3.521 2.697
H 1.395 5.974 -2.229
H -0.576 -1.164 -2.489
H -2.661 -8.529 -0.277
H 0.015 -7.790 -2.289
H 7.508 3.635 -2.020
H -5.015 5.718 4.888
H 0.889 2.651 2.108
H 0.721 -2.487 0.294
H 0.567 -3.859 2.547
H -1.764 -2.204 2.527
H -5.336 -2.107 -0.292
H -3.058 -5.798 -2.606
H -3.652 -2.825 0.037
H 3.494 6.665 -3.521
H 2.542 -4.074 3.025
H 2.905 -2.291 6.047
H 2.129 7.430 -4.335
H -1.741 -4.212 -4.685
H 0.935 0.114 -1.057
H 4.465 -3.250 4.425
H 3.655 -1.007 -1.765
H -5.974 3.685 1.699
H -2.447 1.181 2.291
H -4.960 2.266 1.507
H -0.406 4.687 -3.320
H -5.486 -0.505 -2.276
H -4.115 0.546 -2.570
H 3.858 -3.351 2.059
H 5.255 1.070 2.655
H -4.414 -1.217 -5.473
H -2.340 -8.003 -2.498
H 5.301 -0.370 -1.485
H 2.137 -4.288 -0.722
H -2.669 -1.149 -1.393

Values from the calculation:
energy relative to the best compared isomer or geometry (same formula, charge and spin) = 187.2 kJ/mol
structure (SMILES) = COC[C@H](C)N.COC[C@H](C)N.COC[C@H](C)N.COC[C@H](C)N.COC[C@H](C)N.COC[C@H](C)N.COC[C@H](C)N.CC(C)O.CC(C)O
orbital gap = 9.158 eV
electronic energy = -2411.43340 hartree

Atomic partial charges in e from the Löwdin method, atoms 1 to 99:
1 O -0.186
2 O -0.230
3 O -0.184
4 O -0.189
5 O -0.109
6 O -0.204
7 O -0.246
8 O -0.179
9 O -0.115
10 N 0.032
11 N 0.041
12 N 0.050
13 N 0.051
14 N 0.076
15 N 0.052
16 N 0.041
17 C -0.438
18 C -0.168
19 C -0.056
20 C -0.222
21 C -0.054
22 C -0.069
23 C -0.473
24 C -0.408
25 C -0.225
26 C -0.242
27 C -0.086
28 C -0.103
29 C -0.092
30 C -0.215
31 C -0.434
32 C -0.426
33 C -0.091
34 C -0.439
35 C -0.370
36 C -0.476
37 C -0.438
38 C -0.189
39 C -0.102
40 C -0.114
41 C -0.045
42 C -0.052
43 C -0.062
44 C -0.051
45 C -0.057
46 C -0.036
47 C -0.036
48 C -0.208
49 C -0.099
50 C -0.053
51 H 0.087
52 H 0.064
53 H 0.047
54 H 0.125
55 H 0.122
56 H 0.097
57 H 0.062
58 H 0.069
59 H 0.050
60 H 0.125
61 H 0.126
62 H 0.055
63 H 0.052
64 H 0.086
65 H 0.097
66 H 0.122
67 H 0.116
68 H 0.085
69 H 0.071
70 H 0.088
71 H 0.077
72 H 0.087
73 H 0.060
74 H 0.158
75 H 0.073
76 H 0.072
77 H 0.044
78 H 0.069
79 H 0.131
80 H 0.094
81 H 0.083
82 H 0.077
83 H 0.072
84 H 0.020
85 H 0.073
86 H 0.091
87 H 0.089
88 H 0.083
89 H 0.058
90 H 0.113
91 H 0.037
92 H 0.086
93 H 0.063
94 H 0.143
95 H 0.037
96 H 0.078
97 H 0.125
98 H 0.088
99 H 0.081



A 9-piece molecular cluster, C34H94N8O9 overall at a distorted geometry. Source: OMol25; level of theory: wB97M-V/def2-TZVPD.

Positions of all 145 atoms, in Å:
O 3.818 -3.446 0.526
O -1.365 7.716 -0.809
O 0.154 -1.533 -1.600
O -2.546 -2.998 3.849
O -0.512 -3.993 -2.977
O -4.164 -0.123 2.684
O 0.011 -1.821 -6.609
O 2.390 0.751 6.149
O -1.620 1.553 -3.213
N -1.774 2.664 2.579
N 1.135 1.919 2.943
N 4.998 0.046 -0.325
N -0.556 -4.949 4.191
N -1.046 3.204 -5.502
N 1.371 -4.106 -0.743
N 0.832 0.338 -3.694
N 0.596 6.262 0.861
C 4.764 -1.138 0.522
C 1.908 -1.618 -4.542
C 4.104 -2.296 -0.262
C 2.341 -6.169 -1.544
C -1.157 3.722 -4.116
C -0.452 -1.197 -0.331
C -1.153 -2.272 -7.265
C -1.629 6.442 -0.236
C 1.096 -0.405 -4.947
C -2.402 8.627 -0.703
C -3.926 2.813 3.649
C 1.000 -3.760 2.763
C 0.100 -5.210 -2.536
C 4.911 -4.153 1.098
C -2.841 1.805 3.147
C 1.151 1.137 4.175
C -0.309 5.694 -0.126
C -0.188 -0.790 -5.707
C -2.603 0.635 -2.739
C -2.531 -1.992 4.868
C 4.065 -0.705 1.825
C -0.218 -3.622 3.688
C -2.189 2.860 -3.399
C -1.604 5.192 -4.328
C -1.422 -2.990 3.006
C 0.959 -0.323 3.751
C 2.438 1.467 4.921
C 3.537 0.947 6.928
C -3.308 0.843 2.051
C -0.511 4.215 0.112
C 0.071 0.145 0.102
C -4.544 -1.096 1.702
C -1.765 -4.193 -3.625
C 1.506 -4.947 -1.918
H -4.653 2.250 4.242
H 1.163 -1.009 4.578
H 4.763 -2.598 -1.082
H -0.142 0.936 -0.618
H -3.711 -1.738 1.410
H 4.392 0.523 6.393
H 1.104 -3.185 -1.064
H -5.262 -1.784 2.151
H -0.212 3.585 -5.936
H 1.386 -2.792 2.438
H -1.775 -3.596 2.165
H -2.017 6.612 0.777
H -0.447 -5.714 3.534
H 4.099 0.411 -0.634
H 0.183 1.880 2.594
H 3.292 1.093 4.345
H -2.372 -4.880 -3.029
H -1.248 -2.010 2.549
H -0.652 0.086 -6.181
H -2.427 1.344 4.044
H -3.458 3.566 4.280
H -3.527 -2.007 5.307
H 3.379 -5.866 -1.390
H 4.609 -5.171 1.340
H -2.103 -0.324 -2.605
H -2.289 3.244 1.927
H 2.340 -3.997 -0.444
H 3.121 -0.205 1.596
H -2.396 3.279 -2.410
H -1.520 -1.572 -8.022
H 2.280 -2.151 -5.417
H -3.012 0.986 -1.789
H -0.207 3.645 -3.582
H -0.496 -5.744 -1.789
H 0.163 -5.921 -3.365
H 0.311 1.478 4.792
H -0.983 3.672 -0.707
H 2.097 -6.618 -0.580
H 5.756 -1.446 0.861
H 0.441 3.721 0.309
H -0.787 5.803 -4.708
H -2.432 0.411 1.560
H -2.298 9.454 -1.404
H -0.175 -2.380 -1.938
H 5.709 -4.252 0.357
H -0.827 2.218 -5.386
H -2.362 9.068 0.302
H 0.848 7.148 0.429
H -0.054 -0.505 3.401
H 5.294 0.819 0.260
H -2.392 -3.307 -3.711
H -2.471 5.967 -0.751
H 1.774 0.271 -5.472
H 2.593 2.532 5.111
H 0.511 -0.298 -2.960
H -0.420 0.476 1.018
H -1.952 -2.398 -6.528
H -0.045 0.863 -3.749
H 4.610 0.058 2.389
H -0.968 -1.012 -4.965
H -1.782 -2.221 5.627
H -1.952 5.638 -3.391
H 2.770 -1.320 -3.941
H -1.522 -1.137 -0.550
H -1.571 -4.880 4.237
H -1.398 3.253 3.310
H 1.858 -4.282 3.188
H 2.335 -6.899 -2.355
H -1.003 -3.219 -7.781
H 1.399 -2.319 -3.879
H -0.309 -1.966 0.431
H -1.576 -4.622 -4.610
H -3.131 2.767 -3.944
H -4.528 3.249 2.850
H 3.194 -1.989 -0.780
H 2.028 -4.321 -2.652
H 0.678 -4.354 1.906
H -1.093 4.061 1.025
H 1.325 2.884 3.190
H 0.118 5.777 -1.128
H -3.376 8.136 -0.783
H 3.694 1.964 7.297
H -2.380 -0.983 4.481
H 1.152 0.034 0.191
H -5.108 -0.675 0.867
H 3.987 -1.478 2.593
H -3.859 1.430 1.311
H 3.455 0.377 7.856
H 0.223 6.590 1.744
H 5.298 -3.663 1.993
H 0.092 -3.051 4.567
H -2.471 5.262 -4.982
H 1.773 -0.600 3.080
H -3.369 0.494 -3.505

Values from the calculation:
energy relative to the best compared isomer or geometry (same formula, charge and spin) = 267.5 kJ/mol
structure (SMILES) = COC[C@H](C)N.COC[C@H](C)N.COC[C@H](C)N.COC[C@H](C)N.COC[C@H](C)N.COC[C@H](C)N.COC[C@H](C)N.COC[C@H](C)N.CCO
orbital gap = 8.907 eV
electronic energy = -2466.80168 hartree

Atomic partial charges in e from the Löwdin method, atoms 1 to 99:
1 O -0.250
2 O -0.197
3 O -0.142
4 O -0.202
5 O -0.224
6 O -0.178
7 O -0.172
8 O -0.187
9 O -0.255
10 N 0.011
11 N 0.037
12 N 0.036
13 N 0.042
14 N 0.041
15 N 0.071
16 N 0.048
17 N 0.052
18 C -0.411
19 C -0.066
20 C -0.169
21 C -0.046
22 C -0.403
23 C -0.271
24 C -0.105
25 C -0.212
26 C -0.394
27 C -0.130
28 C -0.054
29 C -0.058
30 C -0.171
31 C -0.082
32 C -0.382
33 C -0.420
34 C -0.439
35 C -0.220
36 C -0.079
37 C -0.074
38 C -0.070
39 C -0.438
40 C -0.186
41 C -0.056
42 C -0.227
43 C -0.040
44 C -0.191
45 C -0.127
46 C -0.187
47 C -0.055
48 C -0.056
49 C -0.097
50 C -0.083
51 C -0.420
52 H 0.075
53 H 0.081
54 H 0.127
55 H 0.074
56 H 0.077
57 H 0.089
58 H 0.027
59 H 0.089
60 H 0.076
61 H 0.054
62 H 0.134
63 H 0.122
64 H 0.069
65 H 0.069
66 H 0.012
67 H 0.117
68 H 0.087
69 H 0.095
70 H 0.116
71 H 0.126
72 H 0.073
73 H 0.093
74 H 0.071
75 H 0.089
76 H 0.069
77 H 0.054
78 H 0.036
79 H 0.054
80 H 0.108
81 H 0.086
82 H 0.078
83 H 0.088
84 H 0.137
85 H 0.126
86 H 0.122
87 H 0.129
88 H 0.064
89 H 0.082
90 H 0.126
91 H 0.085
92 H 0.076
93 H 0.098
94 H 0.089
95 H 0.049
96 H 0.092
97 H 0.037
98 H 0.088
99 H 0.071